[1]
# C24H28N2O3S

The molecule C24H28N2O3S at a distorted geometry (ωB97M-V/def2-TZVPD, OMol25).

Each line ends with the Löwdin charge.
Element x y z (Å)
1 C -2.574 2.741 1.438  -0.04
2 C -2.491 3.618 0.233  -0.20
3 C -3.634 4.251 -0.239  -0.04
4 C -3.611 5.059 -1.361  -0.08
5 C -2.422 5.251 -2.046  -0.08
6 C -1.272 4.636 -1.599  -0.02
7 C -1.289 3.821 -0.463  -0.10
8 C -0.040 3.216 -0.049  -0.25
9 N 0.208 2.527 1.030  0.16
10 C 1.533 2.188 0.963  -0.30
11 C 2.049 2.684 -0.204  -0.24
12 O 1.054 3.348 -0.835  0.12
13 C 3.397 2.604 -0.818  0.01
14 H 4.146 3.037 -0.157  0.09
15 H 3.398 3.141 -1.762  0.09
16 H 3.654 1.561 -0.996  0.08
17 C 2.167 1.317 1.962  -0.22
18 H 1.714 1.414 2.944  0.10
19 H 3.242 1.474 2.008  0.09
20 S 1.931 -0.472 1.424  0.97
21 O 2.194 -0.435 -0.028  -0.51
22 C 0.101 -0.466 1.663  -0.19
23 C -0.766 -1.297 0.724  -0.54
24 O -1.853 -1.694 1.096  0.06
25 N -0.283 -1.454 -0.512  0.10
26 H 0.669 -1.156 -0.707  0.09
27 C -1.018 -2.117 -1.574  -0.35
28 C -1.288 -3.600 -1.270  -0.15
29 H -1.896 -3.640 -0.366  0.10
30 C -0.041 -4.470 -1.081  -0.14
31 C 0.727 -4.137 0.167  -0.24
32 C 0.135 -4.290 1.416  -0.05
33 C 0.832 -3.986 2.570  -0.08
34 C 2.140 -3.539 2.496  -0.13
35 C 2.746 -3.399 1.258  -0.14
36 C 2.042 -3.694 0.104  -0.06
37 H 2.523 -3.576 -0.856  0.11
38 H 3.769 -3.060 1.190  0.11
39 H 2.689 -3.307 3.397  0.10
40 H 0.354 -4.105 3.532  0.11
41 H -0.882 -4.645 1.486  0.12
42 H 0.611 -4.386 -1.952  0.11
43 H -0.373 -5.511 -1.017  0.12
44 H -1.881 -4.003 -2.094  0.12
45 C -0.269 -1.897 -2.882  -0.04
46 H -0.778 -2.403 -3.698  0.08
47 H -0.219 -0.835 -3.110  0.08
48 H 0.746 -2.278 -2.809  0.07
49 H -2.004 -1.632 -1.636  0.15
50 H -0.063 -0.809 2.683  0.10
51 H -0.241 0.570 1.575  0.06
52 H -0.340 4.781 -2.123  0.11
53 H -2.393 5.880 -2.924  0.10
54 H -4.517 5.537 -1.701  0.10
55 H -4.566 4.103 0.288  0.11
56 H -1.806 3.009 2.159  0.08
57 H -2.409 1.701 1.159  0.08
58 H -3.554 2.822 1.903  0.08

Values from the calculation:
ΔE to the lowest compared entry with this formula, charge and spin (kcal/mol): 9.1
HOMO level (hartree): -0.2984
Molar mass (Da): 424.57
Net charge: 0
Gap between HOMO and LUMO (eV): 8.6
Total energy (a.u.): -1664.78155

[2]
# C24H28N2O6S2

The molecule C24H28N2O6S2 (ωB97M-V/def2-TZVPD, OMol25).

Each line ends with the Löwdin charge.
Element x y z (Å)
1 C 0.377 1.966 3.544  -0.03
2 C -0.371 0.800 2.978  -0.28
3 C 0.316 -0.314 2.505  -0.03
4 C -0.364 -1.394 1.979  -0.03
5 C -1.753 -1.387 1.895  -0.24
6 C -2.441 -0.278 2.363  -0.04
7 C -1.757 0.799 2.901  -0.04
8 H -2.311 1.651 3.266  0.11
9 H -3.519 -0.256 2.300  0.12
10 C -2.480 -2.559 1.302  -0.15
11 N -2.039 -2.782 -0.069  -0.21
12 S -2.496 -1.528 -1.092  0.69
13 O -2.411 -2.005 -2.442  -0.27
14 O -3.718 -0.909 -0.667  -0.26
15 C -1.143 -0.374 -0.841  -0.26
16 C 0.143 -0.820 -1.089  -0.04
17 C 1.209 0.025 -0.836  -0.04
18 C 0.955 1.294 -0.350  -0.27
19 C -0.330 1.755 -0.143  -0.03
20 C -1.397 0.908 -0.396  -0.03
21 H -2.419 1.209 -0.233  0.12
22 H -0.473 2.754 0.237  0.12
23 S 2.345 2.347 0.044  0.65
24 O 1.875 3.430 0.864  -0.30
25 O 3.417 1.530 0.531  -0.28
26 N 2.742 2.925 -1.471  -0.11
27 H 2.331 3.830 -1.636  0.12
28 C 4.103 2.800 -1.937  -0.17
29 H 4.098 2.626 -3.018  0.13
30 C 4.989 4.028 -1.633  -0.33
31 C 5.111 4.311 -0.135  -0.12
32 H 5.414 5.348 0.016  0.12
33 C 6.232 3.354 0.273  -0.14
34 H 5.807 2.392 0.557  0.09
35 C 7.069 3.234 -1.010  -0.18
36 H 8.002 3.804 -0.949  0.12
37 O 6.309 3.793 -2.076  -0.10
38 H 7.315 2.192 -1.243  0.12
39 H 6.819 3.735 1.105  0.11
40 H 4.186 4.127 0.406  0.08
41 H 4.608 4.888 -2.197  0.15
42 H 4.516 1.922 -1.440  0.12
43 H 2.231 -0.285 -0.981  0.12
44 H 0.285 -1.823 -1.459  0.12
45 C -2.318 -4.111 -0.601  -0.12
46 C -3.771 -4.447 -0.570  -0.28
47 C -4.791 -4.072 -1.392  -0.02
48 C -5.971 -4.619 -0.830  -0.05
49 C -5.580 -5.280 0.291  -0.12
50 O -4.250 -5.180 0.463  0.04
51 H -6.126 -5.842 1.023  0.12
52 H -6.967 -4.529 -1.212  0.10
53 H -4.701 -3.476 -2.277  0.11
54 H -1.963 -4.104 -1.632  0.12
55 H -1.750 -4.838 -0.013  0.14
56 H -3.562 -2.381 1.332  0.13
57 H -2.257 -3.468 1.869  0.14
58 H 0.180 -2.255 1.621  0.12
59 H 1.395 -0.327 2.553  0.12
60 H 1.141 1.627 4.241  0.09
61 H -0.295 2.646 4.061  0.08
62 H 0.881 2.514 2.748  0.05

Values from the calculation:
ΔE to the lowest compared entry with this formula, charge and spin (kcal/mol): 2.7
HOMO level (hartree): -0.3186
Molar mass (Da): 504.63
Net charge: 0
Gap between HOMO and LUMO (eV): 8.8
SMILES: Cc1ccc(CN(Cc2ccco2)S(=O)(=O)c2ccc(S(=O)(=O)NC[C@H]3CCCO3)cc2)cc1
Total energy (a.u.): -2288.62300

[3]
# C24H28N4O3

The molecule C24H28N4O3 (ωB97M-V/def2-TZVPD, OMol25).

Each line ends with the Löwdin charge.
Element x y z (Å)
1 O 1.624 2.516 3.652  0.10
2 C 0.927 2.500 2.667  -0.47
3 N 0.606 1.363 1.978  0.17
4 C 1.188 0.120 2.183  -0.24
5 C 2.192 -0.262 3.048  -0.01
6 C 2.381 -1.621 2.775  -0.15
7 N 1.566 -2.038 1.829  0.07
8 N 0.836 -0.977 1.464  -0.07
9 C -0.171 -1.169 0.448  -0.27
10 C -1.586 -0.869 0.952  -0.11
11 C -2.591 -1.149 -0.164  -0.19
12 N -2.275 -0.333 -1.320  -0.16
13 C -0.980 -0.696 -1.863  -0.19
14 C 0.104 -0.380 -0.835  -0.11
15 H 0.089 0.694 -0.646  0.10
16 H 1.086 -0.646 -1.231  0.12
17 H -0.807 -0.107 -2.767  0.12
18 H -0.928 -1.765 -2.132  0.13
19 C -3.340 -0.302 -2.318  -0.15
20 C -3.657 -1.640 -2.941  -0.23
21 C -2.972 -2.083 -4.067  -0.04
22 C -3.214 -3.330 -4.607  -0.01
23 C -4.158 -4.169 -4.022  -0.32
24 C -4.855 -3.734 -2.901  -0.02
25 C -4.602 -2.482 -2.371  -0.05
26 H -5.159 -2.156 -1.503  0.11
27 H -5.597 -4.377 -2.446  0.11
28 O -4.370 -5.390 -4.580  0.06
29 H -5.048 -5.865 -4.085  0.11
30 H -2.686 -3.674 -5.482  0.12
31 H -2.244 -1.438 -4.537  0.11
32 H -4.229 0.097 -1.823  0.12
33 H -3.033 0.406 -3.093  0.12
34 H -3.594 -0.887 0.179  0.12
35 H -2.578 -2.227 -0.404  0.13
36 H -1.680 0.175 1.252  0.11
37 H -1.808 -1.494 1.818  0.13
38 H -0.107 -2.238 0.211  0.15
39 H 3.074 -2.301 3.229  0.10
40 H 2.700 0.358 3.754  0.10
41 H -0.019 1.443 1.190  0.11
42 C 0.300 3.750 2.066  -0.06
43 C 0.948 4.125 0.720  -0.19
44 O 2.326 4.374 0.845  -0.04
45 C 3.174 3.302 1.016  -0.28
46 C 4.227 3.476 1.909  -0.01
47 C 5.136 2.458 2.117  -0.08
48 C 5.008 1.256 1.439  -0.10
49 C 3.977 1.091 0.533  -0.09
50 C 3.066 2.109 0.312  -0.03
51 H 2.283 1.964 -0.418  0.10
52 H 3.876 0.161 -0.008  0.11
53 H 5.707 0.453 1.615  0.10
54 H 5.941 2.598 2.822  0.10
55 H 4.304 4.412 2.438  0.12
56 H 0.522 5.069 0.366  0.13
57 H 0.742 3.355 -0.035  0.11
58 H -0.772 3.607 1.918  0.12
59 H 0.460 4.566 2.772  0.13

Values from the calculation:
ΔE to the lowest compared entry with this formula, charge and spin (kcal/mol): 66.7
HOMO level (hartree): -0.3016
Molar mass (Da): 420.51
Net charge: 0
Gap between HOMO and LUMO (eV): 8.7
SMILES: O=C(CCOc1ccccc1)Nc1ccnn1C1CCN(Cc2ccc(O)cc2)CC1
Total energy (a.u.): -1376.09040

Please write out number 1 again, unchanged.
# C24H28N2O3S

The molecule C24H28N2O3S at a distorted geometry (ωB97M-V/def2-TZVPD, OMol25).

Each line ends with the Löwdin charge.
Element x y z (Å)
1 C -2.574 2.741 1.438  -0.04
2 C -2.491 3.618 0.233  -0.20
3 C -3.634 4.251 -0.239  -0.04
4 C -3.611 5.059 -1.361  -0.08
5 C -2.422 5.251 -2.046  -0.08
6 C -1.272 4.636 -1.599  -0.02
7 C -1.289 3.821 -0.463  -0.10
8 C -0.040 3.216 -0.049  -0.25
9 N 0.208 2.527 1.030  0.16
10 C 1.533 2.188 0.963  -0.30
11 C 2.049 2.684 -0.204  -0.24
12 O 1.054 3.348 -0.835  0.12
13 C 3.397 2.604 -0.818  0.01
14 H 4.146 3.037 -0.157  0.09
15 H 3.398 3.141 -1.762  0.09
16 H 3.654 1.561 -0.996  0.08
17 C 2.167 1.317 1.962  -0.22
18 H 1.714 1.414 2.944  0.10
19 H 3.242 1.474 2.008  0.09
20 S 1.931 -0.472 1.424  0.97
21 O 2.194 -0.435 -0.028  -0.51
22 C 0.101 -0.466 1.663  -0.19
23 C -0.766 -1.297 0.724  -0.54
24 O -1.853 -1.694 1.096  0.06
25 N -0.283 -1.454 -0.512  0.10
26 H 0.669 -1.156 -0.707  0.09
27 C -1.018 -2.117 -1.574  -0.35
28 C -1.288 -3.600 -1.270  -0.15
29 H -1.896 -3.640 -0.366  0.10
30 C -0.041 -4.470 -1.081  -0.14
31 C 0.727 -4.137 0.167  -0.24
32 C 0.135 -4.290 1.416  -0.05
33 C 0.832 -3.986 2.570  -0.08
34 C 2.140 -3.539 2.496  -0.13
35 C 2.746 -3.399 1.258  -0.14
36 C 2.042 -3.694 0.104  -0.06
37 H 2.523 -3.576 -0.856  0.11
38 H 3.769 -3.060 1.190  0.11
39 H 2.689 -3.307 3.397  0.10
40 H 0.354 -4.105 3.532  0.11
41 H -0.882 -4.645 1.486  0.12
42 H 0.611 -4.386 -1.952  0.11
43 H -0.373 -5.511 -1.017  0.12
44 H -1.881 -4.003 -2.094  0.12
45 C -0.269 -1.897 -2.882  -0.04
46 H -0.778 -2.403 -3.698  0.08
47 H -0.219 -0.835 -3.110  0.08
48 H 0.746 -2.278 -2.809  0.07
49 H -2.004 -1.632 -1.636  0.15
50 H -0.063 -0.809 2.683  0.10
51 H -0.241 0.570 1.575  0.06
52 H -0.340 4.781 -2.123  0.11
53 H -2.393 5.880 -2.924  0.10
54 H -4.517 5.537 -1.701  0.10
55 H -4.566 4.103 0.288  0.11
56 H -1.806 3.009 2.159  0.08
57 H -2.409 1.701 1.159  0.08
58 H -3.554 2.822 1.903  0.08

Values from the calculation:
ΔE to the lowest compared entry with this formula, charge and spin (kcal/mol): 9.1
HOMO level (hartree): -0.2984
Molar mass (Da): 424.57
Net charge: 0
Gap between HOMO and LUMO (eV): 8.6
Total energy (a.u.): -1664.78155